Molecular formula: C29H17AsF5N3PdSSe
Method: DFT, ωB97M-V/def2-TZVPD

```
! RIJCOSX wB97M-V def2-TZVPD def2/J DEFGRID3
* xyz 0 3
Pd -0.479 -0.395 0.439
S -0.883 -1.588 -1.427
C 0.501 -2.333 -2.139
C 0.182 -3.474 -2.907
C 1.169 -4.217 -3.514
C 2.494 -3.819 -3.380
C 2.817 -2.673 -2.659
C 1.848 -1.905 -2.030
As 2.321 -0.200 -1.153
C 4.151 -0.057 -1.855
C 5.289 -0.423 -1.144
C 6.548 -0.268 -1.710
C 6.681 0.250 -2.991
C 5.550 0.624 -3.704
C 4.294 0.479 -3.134
C 2.741 -0.888 0.624
C 2.920 -2.237 0.915
C 3.234 -2.637 2.205
C 3.370 -1.694 3.215
C 3.209 -0.346 2.929
C 2.893 0.055 1.639
H -0.858 -3.761 -2.993
H 0.911 -5.098 -4.087
H 3.284 -4.394 -3.846
H 3.855 -2.374 -2.595
H 5.196 -0.829 -0.145
H 7.428 -0.553 -1.148
H 7.663 0.368 -3.430
H 5.647 1.038 -4.700
H 3.413 0.787 -3.688
H 2.806 -2.983 0.137
H 3.356 -3.689 2.428
H 3.590 -2.013 4.226
H 3.308 0.393 3.713
H 2.748 1.105 1.421
F -3.006 0.518 -1.302
C -2.135 1.528 -1.130
C -0.965 1.329 -0.416
C -0.154 2.442 -0.259
F 1.003 2.349 0.421
C -0.466 3.679 -0.791
F 0.349 4.724 -0.627
C -1.639 3.833 -1.505
F -1.956 5.020 -2.023
C -2.483 2.753 -1.673
F -3.626 2.903 -2.346
Se -0.054 -3.488 2.987
N 0.130 -2.585 4.531
C 0.013 -1.283 4.257
C 0.094 -0.181 5.124
C -0.045 1.102 4.585
C -0.266 1.305 3.232
N -0.364 0.266 2.383
C -0.211 -0.973 2.875
N -0.265 -1.976 2.002
H 0.262 -0.332 6.181
H 0.013 1.965 5.233
H -0.373 2.293 2.810
*
```

Properties
Strongest force on any atom: 0.4 eV/A
HOMO energy (spin up / spin down): -6.2 / -8.7 eV
Gap between HOMO and LUMO (spin up / spin down): 5.927 / 5.621 eV
<S²>: 2.06
Relative energy (zero: lowest compared OMol25 entry of this formula, charge and spin): 1.6 kcal/mol

Molecular formula: C29H19B4F3O9
Method: DFT, ωB97M-V/def2-TZVPD

```
! RIJCOSX wB97M-V def2-TZVPD def2/J DEFGRID3
* xyz 0 1
O -4.473 5.272 4.339
B -4.161 3.978 4.582
O -5.115 3.136 5.089
B -2.560 3.435 4.234
O -1.886 2.559 5.079
B -0.634 2.981 5.466
O 0.151 3.609 4.510
B -0.512 4.263 3.504
C 0.231 5.487 2.765
F 1.425 5.119 2.241
F 0.471 6.475 3.659
F -0.491 6.031 1.761
O -1.792 3.927 3.179
H -5.416 5.464 4.377
H -4.762 2.416 5.611
H -0.256 2.884 6.585
C 1.070 4.165 -0.664
C 2.119 5.013 -1.002
C 3.279 4.498 -1.555
C 3.401 3.129 -1.762
C 2.355 2.277 -1.407
C 1.187 2.801 -0.866
C 2.465 0.803 -1.584
O 1.555 0.061 -1.276
C 3.738 0.266 -2.145
C 3.883 -1.109 -2.286
C 5.053 -1.629 -2.812
C 6.081 -0.778 -3.205
C 5.942 0.592 -3.064
C 4.773 1.120 -2.530
C 4.657 2.601 -2.370
O 5.549 3.341 -2.721
H 0.160 4.573 -0.244
H 2.028 6.077 -0.831
H 4.105 5.139 -1.831
H 0.385 2.123 -0.608
H 3.070 -1.752 -1.979
H 5.166 -2.700 -2.920
H 6.992 -1.187 -3.620
H 6.729 1.272 -3.361
C 0.335 -2.263 0.546
C 0.053 -3.056 1.653
C -0.896 -4.060 1.568
C -1.573 -4.274 0.373
C -1.297 -3.471 -0.736
C -0.338 -2.469 -0.647
C -2.025 -3.658 -2.025
O -1.782 -2.974 -2.995
C -3.074 -4.721 -2.075
C -3.800 -4.890 -3.248
C -4.771 -5.874 -3.324
C -5.018 -6.698 -2.231
C -4.299 -6.532 -1.060
C -3.328 -5.541 -0.976
C -2.581 -5.371 0.306
O -2.790 -6.096 1.255
H 1.077 -1.478 0.603
H 0.577 -2.888 2.585
H -1.128 -4.692 2.414
H -0.128 -1.854 -1.511
H -3.588 -4.241 -4.086
H -5.338 -6.003 -4.237
H -5.774 -7.469 -2.295
H -4.474 -7.159 -0.196
*
```

Properties
Strongest force on any atom: 1.1 eV/A
HOMO energy: -9.7 eV
Gap between HOMO and LUMO: 8.661 eV